# 1
# C10H22N2O5ReSSi

C10H22N2O5ReSSi as an isolated structure (ωB97M-V/def2-TZVPD, OMol25).

Last column: Löwdin charge in e.
Geometry (Å):
Re 0.979 0.507 -0.119  1.073
O -1.751 -1.941 2.073  0.243
C -0.769 -1.450 1.393  -0.437
O -0.548 -0.248 1.258  -0.042
C 0.181 -2.457 0.800  -0.040
O 0.942 -1.833 -0.236  -0.258
C 0.571 -2.236 -1.584  -0.031
C -0.415 -1.237 -2.178  -0.572
O -1.105 -1.487 -3.118  0.164
O -0.350 -0.060 -1.574  -0.243
H -2.307 -1.250 2.477  0.183
H -0.343 -3.340 0.440  0.162
H 0.865 -2.766 1.596  0.167
H 0.171 -3.246 -1.583  0.150
H 1.492 -2.220 -2.167  0.152
C 4.124 2.886 -3.540  -0.052
N 2.712 2.610 -3.829  0.004
C 1.861 1.952 -3.067  -0.592
S 2.517 1.310 -1.506  0.720
N 0.612 1.780 -3.419  0.010
C 0.050 2.276 -4.673  -0.009
H 4.461 3.641 -4.242  0.105
H 4.729 1.990 -3.665  0.098
H 4.240 3.278 -2.533  0.077
H 2.372 2.928 -4.726  0.143
H 0.029 1.195 -2.820  0.089
H 0.152 3.361 -4.734  0.107
H -1.006 2.026 -4.693  0.109
H 0.534 1.804 -5.530  0.109
C 2.455 0.402 3.332  -0.214
Si 2.763 0.343 1.507  0.719
C 4.540 -0.028 1.161  -0.223
C 0.195 2.276 0.598  -0.248
H 3.129 1.116 3.814  0.055
H 2.713 -0.576 3.759  0.055
H 1.429 0.646 3.603  0.030
H 5.189 0.581 1.795  0.055
H 4.824 0.101 0.118  0.017
H 4.743 -1.070 1.438  0.056
H 0.057 2.240 1.680  0.029
H -0.791 2.380 0.130  0.048
H 0.809 3.141 0.351  0.030

Cartesian forces, eV/Å:
Re 0.4 -0.1 0.2
O 0.0 0.0 0.1
C 0.1 0.0 -0.1
O -0.1 0.0 -0.1
C 0.0 0.0 0.1
O -0.1 0.2 0.1
C 0.0 0.0 -0.1
C 0.2 0.0 0.1
O 0.0 -0.1 -0.1
O -0.2 0.2 -0.1
H 0.0 0.0 0.0
H 0.0 0.0 0.0
H 0.0 0.0 0.0
H 0.0 0.0 0.0
H 0.0 0.0 0.0
C 0.0 0.0 0.0
N 0.0 0.0 0.0
C 0.0 0.0 0.0
S 0.0 0.0 0.0
N 0.0 -0.1 0.1
C 0.0 0.0 0.0
H 0.0 0.0 0.0
H 0.0 0.0 0.0
H 0.0 0.0 0.0
H 0.0 0.0 0.0
H 0.0 0.0 0.0
H 0.0 0.0 0.0
H 0.0 0.0 0.0
H 0.0 0.0 0.0
C 0.1 0.0 -0.1
Si 0.0 0.1 0.1
C -0.1 -0.1 0.0
C -0.1 -0.1 0.0
H 0.0 0.0 0.0
H 0.0 0.0 0.0
H 0.0 0.0 0.0
H 0.0 0.0 0.0
H 0.0 0.0 0.0
H 0.0 0.0 0.0
H 0.0 0.0 0.0
H 0.0 0.0 0.0
H 0.0 0.0 0.0

Computed properties:
multiplicity: 2
energy above the lowest of the compared OMol25 structures with the same formula, charge and spin: 0.536 eV
charge: +2
E_HOMO (spin up / spin down): -15.374 / -15.303 eV
LUMO level (spin up / spin down): -0.308 / -0.302 Ha
<S²>: 0.76
E: -1645.35857 Eh

---

# 2
# C10H22N4O

A 2-piece molecular cluster, C10H22N4O overall (ωB97M-V/def2-TZVPD, OMol25).

Last column: Löwdin charge in e.
Geometry (Å):
C -3.004 2.879 0.788  -0.073
C -2.275 2.156 -0.373  -0.388
C -2.114 0.682 0.012  -0.071
C -0.941 2.882 -0.678  -0.152
C 0.257 2.017 -1.046  -0.097
N 0.840 1.291 0.083  -0.060
C 1.310 0.060 0.109  -0.044
N 1.754 -0.272 1.326  0.197
C 1.545 0.799 2.072  -0.398
N 1.828 0.948 3.384  0.173
N 0.973 1.781 1.340  0.185
H -2.290 3.337 1.478  0.065
H -3.585 2.165 1.371  0.073
H -3.667 3.662 0.418  0.079
H -2.942 2.229 -1.234  0.132
H -1.488 0.592 0.907  0.075
H -3.080 0.255 0.282  0.086
H -1.673 0.059 -0.769  0.085
H -0.671 3.571 0.128  0.094
H -1.090 3.523 -1.552  0.124
H 1.044 2.663 -1.444  0.133
H 0.040 1.286 -1.825  0.147
H 1.282 -0.603 -0.772  0.138
H 2.186 1.815 3.740  0.107
H 1.671 0.172 4.001  0.117
H 0.699 2.708 1.618  0.176
C 1.892 -4.657 -1.965  -0.111
C 1.420 -3.288 -1.445  -0.746
C 0.421 -3.556 -0.297  -0.121
O 0.824 -2.520 -2.393  -0.344
H 1.039 -5.217 -2.357  0.065
H 2.621 -4.522 -2.766  0.058
H 2.365 -5.258 -1.177  0.056
H 2.325 -2.816 -0.965  0.094
H -0.464 -4.102 -0.630  0.063
H 0.083 -2.591 0.101  0.027
H 0.865 -4.128 0.532  0.056

Cartesian forces, eV/Å:
C 0.2 -0.1 -0.2
C -0.2 0.0 0.9
C 0.2 0.0 0.0
C -0.3 -0.2 -0.6
C 0.4 0.7 -0.2
N -0.2 -0.1 -0.5
C 0.0 -0.9 -0.1
N -0.1 -0.1 0.1
C 0.0 0.1 -0.1
N -0.2 0.0 0.0
N 0.2 0.1 0.2
H 0.0 0.0 0.0
H -0.2 0.1 -0.1
H 0.0 0.0 0.1
H 0.2 -0.1 -0.2
H -0.1 0.0 0.0
H 0.0 0.0 -0.2
H 0.0 0.0 0.0
H 0.0 -0.1 0.0
H 0.0 0.1 0.1
H 0.0 0.0 0.0
H -0.1 -0.2 0.2
H 0.0 -0.1 0.0
H -0.1 0.0 0.1
H 0.3 -0.1 0.0
H -0.1 0.0 -0.2
C 0.3 0.0 0.0
C -0.9 -0.1 0.0
C 0.3 0.0 0.6
O 0.4 0.7 0.3
H 0.0 0.1 -0.1
H -0.1 0.0 -0.1
H 0.0 0.0 0.0
H 0.0 0.0 0.0
H 0.1 0.1 -0.3
H -0.1 0.0 0.0
H 0.0 0.1 0.0

Computed properties:
multiplicity: 1
E_HOMO: -5.197 eV
LUMO level: -0.023 Ha
E: -688.34901 Eh

---

# 3
# C10H22O3

C10H22O3 in the gas phase in a non-equilibrium geometry (ωB97M-V/def2-TZVPD, OMol25).

Last column: Löwdin charge in e.
Geometry (Å):
O -0.640 0.333 -0.897  -0.031
O 0.695 0.898 0.943  -0.053
O 0.515 -1.300 0.378  -0.021
C -0.217 -0.074 0.403  -0.329
C -3.055 -0.121 -0.703  -0.053
C -1.759 -0.288 -2.940  -0.003
C -0.716 2.669 1.756  -0.026
C 1.544 1.791 2.783  -0.035
C 2.397 -0.601 -0.923  -0.030
C 1.879 -2.922 -0.405  -0.043
C -1.750 -0.503 -1.340  -0.384
C 0.261 1.533 2.078  -0.528
C 1.279 -1.608 -0.707  -0.502
H -0.943 -0.197 1.178  0.146
H -3.731 -0.989 -0.682  0.091
H -3.494 0.700 -1.233  0.070
H -2.923 0.197 0.370  0.091
H -1.915 0.742 -3.055  0.052
H -2.469 -0.865 -3.493  0.068
H -0.751 -0.448 -3.330  0.073
H -1.544 2.348 0.970  0.115
H -1.101 3.055 2.817  0.120
H -0.178 3.538 1.397  0.059
H 1.348 1.961 3.883  0.101
H 2.194 0.960 2.682  0.072
H 1.994 2.731 2.375  0.099
H 2.175 0.350 -1.395  0.087
H 2.970 -0.548 -0.001  0.092
H 3.063 -1.051 -1.610  0.063
H 2.092 -3.380 -1.439  0.121
H 1.179 -3.564 0.051  0.072
H 2.771 -2.887 0.120  0.058
H -1.654 -1.547 -1.059  0.131
H -0.249 0.840 2.689  0.117
H 0.732 -1.751 -1.659  0.140

Cartesian forces, eV/Å:
O -0.5 -1.2 1.8
O -0.8 -1.5 -3.2
O -2.9 1.1 1.4
C 3.2 0.6 -0.6
C -0.2 0.3 1.4
C 1.3 -0.9 2.5
C -1.1 0.5 1.6
C -0.3 3.2 2.0
C 0.2 -0.2 -0.1
C -0.2 -1.5 -3.6
C 0.1 0.3 -2.0
C -0.4 0.5 -0.1
C 1.1 0.8 -1.7
H -1.2 -0.3 -0.1
H 0.1 0.4 -0.2
H -0.5 0.5 -0.2
H -0.1 -0.3 -1.0
H -0.6 1.6 -0.4
H -0.5 -0.4 -0.1
H -0.1 -0.4 0.1
H 1.6 0.7 2.0
H 0.1 -0.9 -2.4
H 0.1 0.1 -0.6
H 0.3 0.0 -1.0
H 0.6 -0.7 -0.2
H 0.0 -0.8 0.3
H -0.5 0.3 0.6
H -0.1 0.6 0.2
H 0.9 -0.7 -1.0
H 0.1 0.3 1.5
H -0.8 -0.8 0.7
H 1.7 0.2 1.3
H 1.1 -0.2 -0.2
H -1.0 -1.1 0.8
H -0.4 0.5 0.5

Computed properties:
multiplicity: 1
energy above the lowest of the compared OMol25 structures with the same formula, charge and spin: 1.646 eV
SMILES: CC(C)OC(OC(C)C)OC(C)C
E_HOMO: -9.589 eV
LUMO level: 0.035 Ha
E: -619.86614 Eh